[1]
A cluster of 16 separate species, C66H94N16O7 in total in a non-equilibrium geometry, computed with wB97M-V/def2-TZVPD.

Atoms and positions in Å:
O: -12.507 -15.429 -22.226
O: -12.174 -11.952 -18.663
O: -9.655 -16.624 -14.550
O: -6.156 -10.419 -28.547
O: -6.209 -10.191 -21.950
O: -10.166 -8.677 -19.602
O: -7.140 -14.571 -21.255
N: -8.409 -12.515 -16.926
N: -14.179 -11.276 -19.571
N: -6.680 -11.937 -23.329
N: -2.643 -9.742 -18.183
N: -5.705 -11.766 -26.794
N: -5.415 -13.853 -15.368
N: -3.159 -15.781 -20.392
N: -5.233 -14.375 -24.545
N: -8.164 -14.918 -14.590
N: -6.025 -19.361 -19.837
N: -10.170 -15.755 -26.421
N: -8.466 -8.439 -21.100
N: -11.347 -17.274 -21.707
N: -11.186 -10.497 -24.950
N: -5.463 -18.220 -15.839
N: -8.499 -13.929 -19.594
C: -5.749 -19.217 -16.649
C: -9.178 -9.136 -20.141
C: -8.508 -16.169 -16.600
C: -5.532 -19.272 -21.059
C: -7.338 -14.304 -20.051
C: -4.292 -9.864 -27.192
C: -7.069 -18.626 -19.508
C: -9.717 -12.297 -16.693
C: -4.591 -14.847 -15.765
C: -3.311 -14.997 -15.290
C: -14.566 -12.567 -20.143
C: -8.924 -7.201 -21.656
C: -8.911 -16.233 -26.444
C: -7.715 -17.796 -20.421
C: -6.221 -18.605 -22.030
C: -8.008 -11.557 -23.798
C: -2.515 -11.895 -17.153
C: -3.460 -16.699 -19.444
C: -4.505 -11.855 -22.360
C: -5.869 -11.208 -22.560
C: -11.734 -12.248 -23.459
C: -4.143 -16.165 -23.446
C: -4.976 -12.971 -14.481
C: -9.798 -14.876 -24.249
C: -12.107 -16.206 -21.374
C: -4.953 -15.027 -23.430
C: -7.674 -19.915 -15.465
C: -6.895 -12.618 -27.111
C: -11.510 -11.774 -24.744
C: -7.537 -11.496 -16.629
C: -13.007 -11.095 -18.855
C: -6.816 -20.109 -16.529
C: -3.654 -12.339 -17.834
C: -8.042 -16.033 -25.404
C: -7.955 -10.263 -16.253
C: -1.388 -16.605 -18.398
C: -11.021 -9.717 -23.881
C: -11.735 -11.392 -22.395
C: -1.004 -15.646 -19.326
C: -9.697 -13.793 -20.411
C: -2.663 -17.114 -18.453
C: -4.623 -14.726 -25.690
C: -5.441 -10.683 -27.586
C: -8.773 -15.970 -15.136
C: -11.319 -17.703 -23.113
C: -12.386 -16.145 -19.900
C: -3.838 -10.097 -18.723
C: -2.048 -10.635 -17.453
C: -6.212 -14.359 -19.070
C: -3.777 -15.823 -25.712
C: -6.299 -18.116 -14.789
C: -11.322 -10.130 -22.628
C: -8.494 -15.303 -24.313
C: -8.663 -10.514 -19.947
C: -9.344 -10.028 -16.133
C: -4.291 -11.404 -18.608
C: -2.852 -14.028 -14.426
C: -7.334 -17.860 -21.751
C: -3.752 -13.099 -13.879
C: -10.623 -15.126 -25.331
C: -1.931 -15.310 -20.325
C: -12.979 -9.684 -18.255
C: -7.432 -18.938 -14.556
C: -10.214 -11.040 -16.356
C: -3.581 -16.617 -24.623
C: -8.411 -14.456 -13.221
H: -4.441 -9.383 -26.252
H: -7.032 -16.448 -25.444
H: -6.234 -12.722 -23.825
H: -11.618 -14.765 -25.302
H: -7.622 -8.864 -21.437
H: -7.409 -14.502 -15.106
H: -8.494 -17.128 -20.053
H: -4.483 -12.496 -21.481
H: -6.446 -11.749 -16.782
H: -6.915 -20.943 -17.253
H: -11.471 -18.804 -23.161
H: -7.263 -13.209 -26.287
H: -12.934 -15.280 -19.512
H: -7.844 -17.302 -22.580
H: -4.248 -12.514 -23.176
H: -3.416 -12.338 -13.141
H: -9.941 -7.282 -22.060
H: -4.877 -14.231 -26.561
H: -11.427 -16.242 -19.332
H: -3.062 -17.851 -17.767
H: -8.574 -13.665 -18.611
H: -5.417 -14.698 -22.509
H: -4.462 -17.125 -19.451
H: -7.502 -15.916 -16.907
H: -7.575 -10.590 -20.090
H: -7.720 -11.932 -27.312
H: -3.379 -10.471 -27.120
H: -10.317 -13.008 -20.054
H: -12.978 -16.988 -19.532
H: -8.589 -16.759 -27.342
H: -4.364 -9.360 -19.339
H: -8.475 -10.915 -22.990
H: -8.979 -10.764 -18.981
H: -11.290 -9.414 -21.847
H: -8.669 -17.219 -16.814
H: -9.335 -13.521 -21.386
H: -10.351 -13.128 -16.908
H: -7.189 -9.535 -16.021
H: -1.827 -14.122 -14.126
H: -8.109 -18.680 -13.748
H: -7.685 -13.644 -13.021
H: -8.304 -6.951 -22.492
H: -3.092 -17.594 -24.688
H: -12.059 -9.188 -18.716
H: -5.917 -18.839 -23.051
H: -8.992 -6.430 -20.901
H: -11.932 -11.759 -21.377
H: -11.261 -10.927 -16.246
H: -1.074 -10.369 -17.064
H: -14.638 -13.295 -19.295
H: -7.418 -18.658 -18.456
H: -7.874 -10.878 -24.642
H: -8.584 -12.479 -24.040
H: -9.664 -8.997 -15.930
H: -13.865 -9.092 -18.582
H: -5.969 -15.429 -19.067
H: -8.644 -20.431 -15.339
H: -10.170 -14.347 -23.368
H: -13.980 -12.978 -20.898
H: -11.068 -17.955 -21.005
H: -4.055 -9.162 -27.960
H: -9.092 -11.242 -20.616
H: -7.922 -15.030 -23.416
H: -4.959 -15.508 -16.522
H: -10.346 -17.501 -23.592
H: -4.673 -19.902 -21.379
H: -2.653 -15.773 -15.670
H: -14.847 -10.544 -19.504
H: -0.579 -16.886 -17.735
H: -3.993 -16.728 -22.541
H: -9.047 -15.434 -17.193
H: -3.751 -11.052 -22.308
H: -12.077 -17.148 -23.669
H: -0.019 -15.218 -19.361
H: -5.349 -13.806 -19.503
H: -9.407 -14.059 -13.191
H: -5.196 -19.353 -17.588
H: -1.564 -14.597 -21.131
H: -6.433 -14.007 -18.084
H: -5.560 -12.084 -14.278
H: -10.762 -8.711 -24.055
H: -5.233 -11.826 -25.955
H: -6.808 -13.212 -28.023
H: -6.158 -17.370 -14.057
H: -3.358 -16.019 -26.716
H: -5.171 -11.612 -19.167
H: -1.871 -12.575 -16.632
H: -11.635 -12.499 -25.557
H: -8.245 -15.155 -12.446
H: -15.536 -12.456 -20.672
H: -4.036 -13.344 -17.655
H: -10.294 -14.689 -20.511
H: -12.774 -9.750 -17.190
H: -12.019 -13.292 -23.349

Forces on atoms 1 to 3 (eV/Å):
-0.2 0.3 0.4
0.3 -0.4 -0.3
1.1 0.5 -0.4

Computed properties:
**Lowest unoccupied orbital energy**: 0.3859 eV

Atom charges from the Löwdin analysis, given in e for atoms 1 to 2:
1 O 0.0277
2 O 0.0356

[2]
An isolated molecule of C21H27N3O3 in a non-equilibrium geometry, computed with wB97M-V/def2-TZVPD.

Atoms and positions in Å:
O: -1.261 -6.755 -1.470
O: -0.064 -2.555 -2.319
O: 2.115 3.907 2.134
N: -1.831 -2.425 -0.927
N: -0.602 -0.181 0.754
N: 1.121 2.088 0.179
C: -0.061 2.247 1.010
C: -2.748 -2.978 0.040
C: -1.744 -5.522 -1.682
C: -0.411 0.917 1.688
C: 2.848 2.799 2.615
C: -0.864 -3.106 -1.579
C: 3.134 5.617 -0.927
C: -0.806 -4.575 -1.376
C: 1.782 3.258 -0.204
C: 0.342 -5.304 -0.956
C: 0.924 1.044 -0.806
C: -2.004 -1.009 -1.175
C: 2.273 4.144 0.776
C: 2.921 5.311 0.406
C: 2.033 3.576 -1.540
C: -2.958 -0.713 1.080
C: -1.909 -0.160 0.100
C: 2.702 4.732 -1.897
C: -2.669 -2.186 1.344
C: -0.001 -6.616 -1.026
C: 0.586 -0.263 -0.077
H: 1.415 -0.502 0.598
H: 1.277 -4.886 -0.647
H: -2.502 -4.024 0.218
H: 1.848 0.902 -1.368
H: 3.925 2.989 2.549
H: 3.644 6.528 -1.200
H: 2.565 2.677 3.660
H: 0.409 0.632 2.354
H: -3.952 -0.598 0.640
H: 0.114 1.295 -1.513
H: 3.266 5.969 1.189
H: -2.200 0.866 -0.188
H: 2.612 1.889 2.057
H: 2.871 4.945 -2.942
H: -3.381 -2.595 2.061
H: -1.306 1.054 2.295
H: -2.944 -0.160 2.018
H: 1.682 2.918 -2.320
H: 0.125 3.005 1.769
H: 0.504 -1.071 -0.799
H: -1.272 -0.711 -1.925
H: -3.007 -0.853 -1.594
H: -1.662 -2.272 1.755
H: -3.769 -2.922 -0.363
H: 0.542 -7.512 -0.800
H: -2.742 -5.440 -2.065
H: -0.914 2.585 0.395

Forces on atoms 1 to 3 (eV/Å):
-0.3 -0.4 -0.1
0.3 -0.1 -0.1
-0.2 0.3 -0.5

Computed properties:
**Lowest unoccupied orbital energy**: 0.7359 eV
**SMILES string**: COc1ccccc1N1CCN([C@@H]2CCCN(C(=O)c3ccoc3)C2)CC1

Atom charges from the Löwdin analysis, given in e for atoms 1 to 2:
1 O 0.0233
2 O 0.0544